1.
Molecular formula: C6H11NO
Method: DFT, ωB97M-V/def2-TZVPD

ORCA input file:
```
! RIJCOSX wB97M-V def2-TZVPD def2/J DEFGRID3
* xyz 0 1
C 1.86730 1.58107 0.36573
C 0.61381 1.37167 1.19133
C -0.62419 1.02981 0.27944
O -1.01772 1.85464 -0.54356
N -1.25054 -0.12518 0.73796
C -1.44118 -0.85207 -0.47666
C -0.14284 -1.28448 -1.35614
C -0.94961 -2.27181 -0.58066
H 2.68033 1.94444 1.00096
H 2.20461 0.64955 -0.10042
H 1.70191 2.32795 -0.41721
H 0.31633 2.30587 1.67720
H 0.77908 0.64447 1.99218
H -0.87958 -0.61811 1.54153
H -2.36787 -0.60449 -0.98755
H 0.87832 -1.09508 -1.04944
H -0.31870 -1.17663 -2.41933
H -1.58197 -2.95777 -1.13580
H -0.46747 -2.72383 0.28043
*
```

As for the energy relative to the best compared isomer or geometry (same formula, charge and spin): 44.83 kcal/mol. The SMILES is CCC(=O)NC1CC1. The HOMO energy is -9.200 eV.

***

2.
Molecular formula: C44H52AsF6MoN3O4SSeSi
Method: DFT, ωB97M-V/def2-TZVPD

ORCA input file:
```
! RIJCOSX wB97M-V def2-TZVPD def2/J DEFGRID3
* xyz -1 4
Mo 0.17218 -0.01309 -1.25633
C -4.38024 5.07383 -2.44338
Si -2.53533 4.82237 -2.62912
C -1.65687 6.44223 -2.33393
C -2.21333 4.19454 -4.34169
C -2.03706 3.66161 -1.22188
C -2.52406 3.92130 0.04740
C -2.24544 3.08385 1.13135
C -1.51337 1.94888 0.89423
N -1.01849 1.66543 -0.31869
C -1.20929 2.52072 -1.34203
S -0.29146 2.04457 -2.72160
H -4.74839 5.80794 -3.16591
H -4.65661 5.42234 -1.44548
H -4.90307 4.13101 -2.62576
H -2.00402 7.22014 -3.01982
H -0.57920 6.32311 -2.47363
H -1.82601 6.78953 -1.31123
H -2.70447 4.86407 -5.05450
H -2.61778 3.18854 -4.47468
H -1.14997 4.15006 -4.57718
H -3.14731 4.79540 0.21178
H -2.61533 3.29246 2.12538
H -1.32001 1.22237 1.67464
C 3.96682 -2.48365 -1.70467
C 3.29988 -1.94543 -0.43947
C 3.54903 -2.91941 0.71828
C 3.78673 -0.55870 -0.13574
C 5.19662 -0.35297 -0.07209
C 5.72469 0.87841 -0.01990
C 4.82884 2.05732 -0.16431
C 3.41839 1.80514 0.28359
C 2.72959 3.04617 0.82176
C 1.74695 2.82883 1.96440
C 2.09201 3.87736 -0.30086
C 2.91150 0.53684 0.11935
N 1.52285 0.23002 0.24215
C 1.05959 -0.31956 1.43364
C -0.11349 -1.01462 1.39369
N -0.73473 -1.17283 0.16825
C -1.73363 -2.21258 0.09230
C -3.09367 -1.88317 0.09673
C -4.03233 -2.90869 0.07134
C -3.64750 -4.23491 0.05316
C -2.30046 -4.54972 0.08448
C -1.32875 -3.55651 0.11218
C 0.12751 -3.97744 0.15035
C 0.55616 -4.52517 -1.21352
C 0.39213 -5.00065 1.25876
C -3.58251 -0.45791 0.23461
C -4.54562 -0.03098 -0.87130
C -4.21506 -0.24117 1.61578
C -0.41172 -1.55426 2.73296
C -1.39430 -2.31703 3.29685
C -1.27590 -2.66889 4.67531
C -0.21079 -2.28430 5.44478
C 0.83097 -1.49625 4.87257
C 2.02438 -1.05189 5.51363
C 2.94924 -0.33628 4.80159
C 2.76754 0.00287 3.42703
C 1.62048 -0.39196 2.79731
C 0.67966 -1.15006 3.54563
H 3.51755 -3.45474 -1.93816
H 5.03206 -2.65384 -1.52977
H 2.95077 -1.35544 -2.93434
H 2.22936 -1.90172 -0.63149
H 4.60899 -2.94815 0.98473
H 3.24807 -3.92877 0.43146
H 2.98549 -2.63584 1.60804
H 5.84687 -1.22099 -0.08031
H 6.79454 1.04090 0.02463
H 5.22149 2.91884 0.37508
H 3.54348 3.65208 1.23624
H 0.87705 2.27683 1.63585
H 1.40897 3.79896 2.33873
H 2.20001 2.28433 2.79307
H 1.30910 3.30888 -0.80304
H 2.82672 4.16572 -1.05381
H 1.64850 4.78722 0.11265
H -5.08661 -2.65706 0.05841
H -4.39208 -5.02092 0.01771
H -1.99618 -5.58963 0.08206
H 0.73536 -3.10055 0.36616
H -0.05539 -5.38905 -1.48639
H 1.60085 -4.84603 -1.18763
H 0.43754 -3.78125 -2.00149
H -0.08871 -5.95761 1.04185
H 0.02532 -4.64561 2.22449
H 1.46310 -5.18852 1.35151
H -2.71405 0.18317 0.18028
H -5.39404 -0.71536 -0.94803
H -4.05713 -0.00664 -1.84325
H -4.93732 0.96689 -0.65178
H -5.15940 -0.78551 1.70403
H -4.42180 0.82104 1.77313
H -3.55414 -0.58303 2.41597
H -2.23918 -2.67450 2.72105
H -2.05589 -3.27554 5.11875
H -0.15163 -2.58360 6.48499
H 2.19935 -1.28924 6.55659
H 3.85927 -0.01492 5.29347
H 3.54309 0.54996 2.90458
O 4.23759 2.70450 -4.05467
Se 3.92516 1.71178 -2.80478
O 3.88186 -1.59561 -2.80206
O 1.29051 -0.54054 -2.38511
O 4.88764 2.52399 -1.54482
F -1.58732 -0.69148 -2.47720
As -1.93669 -1.69370 -3.99711
F -1.26776 -0.39455 -4.89811
F -0.36549 -2.38464 -3.84777
F -3.47658 -0.92307 -4.00887
F -2.54486 -2.90697 -2.94644
F -2.28950 -2.59966 -5.40764
*
```

As for the energy relative to the best compared isomer or geometry (same formula, charge and spin): 24.85 kcal/mol. The HOMO energy (spin up / spin down) is -4.605 / -4.686 eV. Its expectation value of S² is 3.807.

***

Computed maximum force (eV/Å) in order:
4.22 1.04